Density functional theory data (wB97M-V/def2-TZVPD) for a molecular structure, C11H23NO8P2S.

As for the multiplicity: 1. The highest occupied orbital energy is -8.11 eV.

```
46
Properties=species:S:1:pos:R:3:forces:R:3:lowdin_charge:R:1
H 2.42787 6.04718 -2.56293 0.5959 0.2489 0.1719 0.03
C 3.35511 -0.33209 3.48919 0.2791 0.1512 -0.0006 -0.15
H -0.24752 -4.92191 -1.67781 0.0181 0.0387 -0.0197 0.12
H 0.26262 6.23411 -1.47620 -0.4982 -0.1027 0.2788 0.03
O -0.18925 2.40743 -1.22688 0.2552 0.1898 -0.3665 -0.62
H 0.03991 -1.90375 -2.02703 -0.0605 -0.0040 0.0304 0.11
H -4.64329 0.81184 -0.74219 0.3416 -0.2087 0.1967 0.07
P 0.62478 5.36251 -3.53105 0.0974 1.2864 -1.2643 0.77
H -2.78984 2.30297 -0.15843 0.2691 -0.3542 0.0909 0.07
C -2.33001 -3.13003 -1.03093 -0.4217 0.0599 -0.1728 -0.49
H 4.08299 -0.92832 2.93270 -0.0436 -0.0013 0.0037 0.13
H 1.37201 -2.00376 5.50604 -0.1072 -0.2455 -0.1503 0.13
S -0.16037 2.75151 -2.85203 0.9173 -2.3164 -1.0001 0.79
O -3.41180 -3.01987 -0.53173 0.1309 0.0947 0.2916 0.11
O 0.24341 -1.70882 3.05852 0.0041 0.2311 -0.1546 0.12
C -2.56093 1.22551 -0.12104 0.2317 -0.3652 0.2085 -0.38
H 0.79916 -2.96779 -0.82534 -0.1321 0.1241 0.1719 0.13
H 0.41557 0.99918 1.15952 -0.0568 -0.5264 -0.0434 0.04
H 1.21689 -0.05929 0.00438 -0.4811 -0.0908 -0.0005 0.05
C -3.63082 0.40392 -0.89130 0.1209 0.4403 -0.4683 -0.18
P -0.88400 0.85133 -0.89382 -0.2666 -1.1047 -0.4980 0.92
C 2.04446 -1.91213 4.65714 0.2761 0.3943 0.2949 -0.08
H -3.45047 0.43723 -1.98243 0.0020 0.0086 0.4369 0.06
O 2.08918 6.22949 -3.44772 -1.5701 -1.6343 0.4702 -0.30
N -0.35355 6.13196 -2.29067 1.8427 -0.8272 0.0314 -0.18
H 3.67996 0.70691 3.49191 -0.1247 -0.0040 -0.1866 0.13
C 3.12219 -0.86502 4.88974 0.1246 -0.0706 0.3029 -0.16
H 2.46812 -2.88484 4.40080 -0.1181 -0.0367 0.0148 0.13
O 0.39219 1.56362 -3.54548 -0.8377 2.0738 1.1888 -0.46
H 4.02530 -1.25521 5.35723 0.0124 0.0319 -0.0793 0.12
C -0.10314 -2.79513 -1.41020 0.3773 0.1226 -0.1150 -0.17
H 2.73024 -0.07023 5.52814 0.0360 -0.0096 -0.0345 0.12
H -3.60270 -0.64431 -0.58866 -0.1129 0.1401 -0.0110 0.04
H -2.56314 0.86601 0.92405 0.0755 0.4819 -0.2755 0.08
O 1.10019 3.84744 -2.91786 -0.6404 0.8023 1.2403 -0.59
H -2.31487 -3.24814 -3.15518 -0.0986 -0.0278 0.0424 0.14
C 0.23299 0.17658 0.44072 0.0156 1.8322 0.0213 -0.27
H -0.47291 7.09161 -2.61261 -0.2945 -0.0977 -0.2071 0.02
H -2.51011 -4.82850 -2.33906 -0.2529 0.1682 -0.0589 0.13
C -0.49699 -4.01046 -2.22637 0.0903 -0.2435 -0.2114 -0.16
C -2.00767 -3.86497 -2.30845 0.4551 -0.2799 -0.0006 -0.07
O 2.08241 -0.43174 2.82783 -0.0282 -0.0638 0.1543 0.01
H -0.19019 -0.68141 0.97125 -0.0633 0.2043 -0.3149 0.02
H -0.00172 -4.05632 -3.19531 0.0178 0.0812 0.0426 0.12
C 1.31851 -1.36520 3.45223 -0.2358 -0.4590 -0.0312 -0.48
O -1.21079 -2.55910 -0.52267 -0.1418 -0.1326 -0.0203 0.00
```
Positions in Å, forces in eV/Å.

***

Density functional theory data (wB97M-V/def2-TZVPD) for a molecular structure, C38H32N3O2ReSiTe.

Its expectation value of S² is 0.784. The charge is +1. The energy above the lowest of the compared OMol25 structures with the same formula, charge and spin is 32.9 kcal/mol. As for the multiplicity: 2. The highest occupied orbital energy (alpha / beta) is -10.12 / -10.30 eV.

```
78
Properties=species:S:1:pos:R:3:forces:R:3:lowdin_charge:R:1
H -2.38575 3.62091 -5.03873 0.0234 0.0002 0.0225 0.11
C -1.67344 3.24775 -4.31335 0.0545 -0.0356 0.0533 -0.07
H -5.45584 -3.93875 5.69191 0.0304 0.0018 -0.0239 0.11
C 2.31294 4.75067 2.03325 0.0050 -0.0587 -0.0201 -0.07
C 0.25148 -3.97042 -0.47425 0.1403 -0.1738 -0.4149 -0.22
H 1.59733 -5.60331 -0.41032 -0.0537 0.0062 -0.0089 0.10
C 0.78885 -1.77217 -4.01053 -0.1337 0.1782 -0.0620 -0.01
H -1.38653 2.70184 -0.98382 0.0381 0.0061 -0.0838 0.10
H 6.07687 -0.57527 -3.54570 -0.0157 0.0049 0.0043 0.11
N -1.07745 -3.86333 1.42166 -0.1199 0.4677 -0.2270 0.13
C 2.84534 0.84586 -1.92060 0.1946 -0.3216 -0.1497 -0.22
Re -0.48761 -1.20023 0.21262 -0.7820 0.7243 1.5773 1.36
C -2.01204 3.20639 -2.96459 0.0526 0.0101 -0.0201 -0.07
H 0.19184 -5.75023 0.66725 -0.0099 -0.0173 0.0337 0.08
H 2.91305 3.09646 3.26999 0.0041 0.0221 -0.0364 0.11
H -0.29762 -0.29156 -2.87848 0.0567 0.1508 0.0482 0.11
C -1.04201 1.03952 3.02485 -0.0538 0.0241 -0.0128 -0.60
H -3.07077 2.10521 5.51982 0.0420 0.0113 -0.0519 0.11
H 1.46597 1.99074 -4.13033 -0.1126 0.0206 0.0325 0.09
H 1.67549 -4.75943 -2.69454 -0.0341 0.0850 -0.0534 0.13
H 1.91471 -3.41464 -4.79310 -0.0467 -0.0005 0.0543 0.13
C -1.71307 1.04460 4.24491 -0.0633 0.0155 0.0069 -0.17
C 0.15575 -1.27109 -2.88277 -0.0465 -0.1228 0.0985 -0.08
H -3.37609 3.98083 3.93534 -0.0098 -0.0172 -0.0132 0.11
H -1.58382 0.22666 4.94602 0.0030 0.0563 -0.0296 0.09
C -4.68990 -2.50081 4.29872 0.0097 -0.0380 0.0109 -0.06
H 2.43970 1.40328 1.55507 -0.0196 0.0510 -0.0174 0.05
C 1.37492 -3.01485 -3.94304 0.1478 -0.2517 -0.0045 -0.01
H 2.60029 -1.13858 -1.11711 0.0183 0.0320 -0.0465 0.08
C -2.08334 3.13223 2.44709 0.0411 -0.0976 0.0086 -0.07
H 5.48345 1.80635 -3.85077 -0.0267 -0.0250 0.0134 0.11
O 0.47379 0.27520 -0.42343 -0.1043 0.1977 -0.4864 -0.57
H 1.12387 4.50091 -1.12612 0.0124 -0.0247 0.0651 0.10
C -2.73322 3.15048 3.67390 -0.0020 0.0078 -0.0298 -0.08
C 1.52738 4.18391 -0.16878 -0.0300 -0.0144 0.1232 -0.08
C 4.36478 -1.00475 -2.32440 -0.0370 0.0540 -0.0010 -0.08
C -2.55506 2.10286 4.56621 0.0186 -0.0544 0.0310 -0.08
C 2.52965 3.40275 2.30401 -0.0167 0.0167 -0.0545 -0.07
C 2.25257 2.44935 1.33547 0.0778 0.1376 -0.0412 -0.11
C 1.25764 -3.76295 -2.77139 0.2056 -0.2113 -0.3496 0.02
C -3.90120 -4.77593 4.47027 -0.0179 0.0182 0.0048 -0.06
H -2.98459 3.55410 -2.63830 0.0200 -0.0189 -0.0206 0.11
H -2.32777 -5.32752 3.11316 -0.0472 0.0303 0.0129 0.11
C -1.23934 2.07770 2.11964 -0.0789 0.0440 0.1235 -0.15
C -0.42066 2.81256 -4.72841 -0.0004 0.0202 0.0803 -0.07
C 4.84070 1.15778 -3.26820 -0.0490 -0.0194 0.0674 -0.07
Si 1.31419 1.55519 -1.16390 -0.2506 -0.4558 0.2228 0.53
C -3.79118 -2.26537 3.27014 -0.0770 0.0357 0.0486 -0.01
C 1.81938 5.14267 0.79618 0.0152 -0.0696 -0.0277 -0.07
H 0.01078 -6.00078 -1.07853 0.0247 0.0231 0.0234 0.11
C -1.10067 2.72683 -2.03341 -0.0254 -0.0258 -0.0497 -0.09
H 3.44860 2.71796 -2.81661 0.0234 -0.0770 0.0208 0.11
O -2.09664 -1.82772 1.17512 0.5329 0.3433 -0.9258 -0.29
H 0.82420 -1.17230 -4.91045 0.0170 -0.0205 0.0618 0.13
C -4.74828 -3.75449 4.89283 0.0235 -0.0033 -0.0071 -0.06
H -3.73217 -1.29324 2.79799 -0.0173 -0.0345 0.0386 0.12
C 0.58581 -3.22309 -1.70760 -0.0564 -0.1249 0.4811 -0.21
H -2.21716 3.94607 1.74518 -0.0125 -0.0061 0.0081 0.11
H 1.65526 6.19284 0.58455 0.0142 -0.0547 0.0056 0.11
H -0.15021 2.85622 -5.77809 -0.0208 -0.0094 0.0838 0.11
Te 0.33668 -0.52492 2.69341 0.1795 -0.4315 -0.5847 1.06
N -0.39455 -3.26016 0.37271 0.0905 0.0548 0.3239 -0.13
C 5.17553 -0.18077 -3.09383 -0.0403 0.0215 0.0142 -0.07
N 0.07748 -1.97225 -1.75162 0.3155 0.1235 -0.1538 -0.04
C -1.99608 -3.01154 1.77030 -0.0155 -0.4104 0.4211 -0.44
C 3.68879 1.66566 -2.68233 0.0064 -0.0669 0.0044 -0.09
C 3.21080 -0.49226 -1.74157 0.0953 0.0586 -0.0483 -0.10
C 0.52431 -5.41855 -0.30918 0.0311 -0.1145 -0.1342 0.01
H 2.53712 5.49648 2.78661 -0.0266 -0.0348 -0.0210 0.11
C 1.73611 2.82377 0.08810 -0.0803 0.3392 0.4322 -0.25
C -2.94886 -3.28965 2.84329 0.0141 0.0334 -0.0273 -0.16
C 0.48932 2.32954 -3.79288 -0.0786 -0.0290 0.0851 -0.09
C 0.16443 2.27351 -2.42884 -0.1402 -0.0411 -0.4335 -0.25
C -2.99828 -4.54632 3.44865 0.0242 -0.0177 0.0059 -0.01
H 4.63581 -2.04397 -2.17441 0.0023 0.0493 0.0181 0.10
H -3.94876 -5.74990 4.94116 0.0012 0.0473 -0.0212 0.11
H -5.34470 -1.70780 4.63683 0.0185 -0.0267 -0.0185 0.11
H -0.72829 2.07725 1.17007 0.1275 0.0328 -0.0596 0.05
```
Positions in Å, forces in eV/Å.

***

Density functional theory data (wB97M-V/def2-TZVPD) for C5H5NO in the gas phase.

The energy above the lowest of the compared OMol25 structures with the same formula, charge and spin is 149.7 kcal/mol. As for the multiplicity: 1. The highest occupied orbital energy is -8.95 eV.

```
12
Properties=species:S:1:pos:R:3:forces:R:3:lowdin_charge:R:1
H -1.08656 -1.50297 -0.80388 0.1266 0.2585 -0.0982 0.14
C 0.79421 -0.31181 0.17631 -0.3773 -0.3875 -0.1474 -0.30
C -0.95377 0.83268 -0.54383 -0.1493 0.3464 -0.3869 -0.17
O 1.14889 2.12855 -0.39577 -0.2507 -0.6390 0.2551 0.13
C 0.47455 1.16152 -0.18534 0.0413 0.4963 -0.0595 -0.33
N -1.61572 0.13574 0.54776 0.1558 -0.1205 0.0433 0.07
H 0.53840 -0.71592 1.16539 1.0412 0.3690 1.0908 0.16
C 2.12430 -0.85842 0.14857 -0.6322 -0.1164 -0.0201 0.21
H -1.52053 1.32465 -1.31895 -0.1754 0.0189 0.0500 0.14
H -1.26516 0.38118 1.47652 0.0795 -0.0891 -0.2665 0.11
C -0.71417 -0.61784 -0.29895 0.2958 -0.1886 -0.3805 -0.17
H 2.07556 -1.95734 0.03216 -0.1553 0.0519 -0.0802 0.01
```
Positions in Å, forces in eV/Å.

***

Density functional theory data (wB97M-V/def2-TZVPD) for 2 unconnected molecules or ions with the total composition C5H17B2N3O5PS.

The charge is +1. As for the multiplicity: 1. The highest occupied orbital energy is -11.80 eV.

```
34
Properties=species:S:1:pos:R:3:forces:R:3:lowdin_charge:R:1
C -2.05331 -1.65519 -4.83990 -0.0011 -0.0151 -0.1228 -0.69
C 1.73840 -1.27015 1.98491 -0.0671 -1.3058 1.1481 -0.07
S 0.09286 -1.54012 -1.05121 0.5602 -0.0629 0.5134 0.37
N -3.06468 -1.65266 -5.75333 -0.0547 0.0375 -0.1888 0.15
H -3.40705 -1.83576 -3.24453 0.0154 -0.0294 -0.0509 0.09
N -2.45043 -1.76304 -3.53550 -0.0014 0.0326 0.2714 0.14
H -1.61689 0.12801 1.11690 0.2924 0.2620 -0.0823 0.12
O 3.47475 1.00571 2.59778 -0.9931 -0.2406 0.0183 0.25
H -1.72384 -1.76836 -2.84359 -0.1153 -0.0003 -0.1015 -0.01
C 0.75228 -1.47417 3.17386 1.6933 2.2993 0.3828 -0.24
H -1.14555 3.17098 1.67234 -0.2937 -0.3048 0.2122 0.08
O -0.03240 -2.33151 3.18876 -1.9757 -2.4295 -0.3896 0.15
H 2.74520 2.45042 0.23294 0.4650 -0.0657 -0.5030 0.14
O 3.27298 1.63599 0.31656 -1.2363 0.1064 0.7399 0.15
C -1.81522 2.30863 1.54046 0.1988 -0.5004 -0.6578 -0.08
O 0.63270 1.65597 2.86648 0.7155 -1.5052 -0.2386 0.18
H -2.39188 2.09283 2.44851 0.2458 0.2280 -0.1830 0.08
H 2.74809 -1.38749 2.41827 -0.2672 0.5944 -0.2967 0.15
H -0.89316 1.21061 -0.05511 0.0825 -0.4153 0.3712 0.09
H 3.74872 1.92539 2.75138 0.5703 -0.4291 0.0234 0.16
H -2.50920 2.57992 0.73099 0.0161 -0.0780 0.4900 0.09
H 1.18715 0.94755 -1.18547 0.5139 -0.0062 0.7695 0.03
N 1.56659 0.03616 1.23998 1.9045 0.4120 -0.6937 -0.11
H 2.77129 -0.65014 -1.00270 -0.1540 0.3004 0.7502 0.05
C -1.01347 1.05200 1.03677 0.0354 0.5342 -0.2575 -0.14
H -2.80729 -1.57477 -6.72076 -0.0122 -0.0156 0.0491 0.11
H 1.59957 -2.15292 1.33661 -0.2779 0.6697 -0.1224 0.12
H 0.81439 -0.81764 4.07591 0.4873 0.1717 -0.4711 0.15
O -0.88077 -1.56728 -5.15607 0.0525 0.0415 0.0800 0.02
B 2.83400 0.91227 1.42216 1.1352 1.0330 -0.0451 -0.73
B 0.38944 0.91278 1.74033 -1.9286 0.7333 0.6267 -0.54
H -4.03494 -1.72422 -5.51188 0.0321 -0.0168 0.0108 0.09
P 1.46694 -0.29617 -0.56581 -1.5168 -0.8456 -1.9103 0.49
H 0.00472 1.43635 3.57398 -0.1210 0.8105 -0.1421 0.15
```
Positions in Å, forces in eV/Å.

***

Density functional theory data (wB97M-V/def2-TZVPD) for C6H10S in the gas phase.

The energy above the lowest of the compared OMol25 structures with the same formula, charge and spin is 127.8 kcal/mol. The SMILES is SC1C[C@@H]2C[C@H]2C1. As for the multiplicity: 1. The highest occupied orbital energy is -7.99 eV.

```
17
Properties=species:S:1:pos:R:3:forces:R:3:lowdin_charge:R:1
H -0.85652 -1.93856 -0.79948 0.0717 2.4159 1.8080 0.17
C -0.42501 -0.45900 1.01691 0.8008 -0.0142 3.0811 -0.69
H 1.53650 -0.35886 -2.51457 0.2766 0.5903 0.7598 0.12
H 0.14697 1.57130 0.86569 2.4980 -1.9492 -0.1372 0.10
C 1.27208 0.09605 -0.41352 0.1937 -1.9006 2.5042 -0.30
S -1.43333 0.47196 2.18021 -2.5096 -0.3940 0.2746 0.72
H -0.72140 1.18722 -0.97474 1.2967 -1.2558 -0.1795 0.14
H 1.28543 1.50057 -2.14465 -0.0297 -2.4111 0.6778 0.15
C 0.84954 0.54857 0.90458 -2.7992 4.0790 2.3274 -0.23
C 1.20718 0.38437 -1.76042 -1.0972 2.7432 -4.8223 -0.12
C -0.20414 0.18162 -1.16003 1.1043 1.5751 -0.5632 -0.20
H 1.55279 0.78949 1.84492 -1.3405 -1.4438 -2.0809 0.15
H 1.58937 -0.94677 -0.14599 -0.3703 0.4104 -1.1744 0.16
C -0.95200 -0.81626 -0.33750 0.1687 -1.9790 -2.7930 -0.23
H -2.61753 -0.31587 2.26575 1.5442 0.7660 -0.1193 -0.09
H -0.23757 -1.33827 1.57424 0.8481 -1.0945 0.4879 0.07
H -1.99237 -0.55756 -0.40140 -0.6563 -0.1377 -0.0511 0.09
```
Positions in Å, forces in eV/Å.

***

The records above yield maximum force values of 2.68, 1.90, 1.55, 3.16, 5.66 eV/A, respectively.